#one
{
  "formula": "C11H15N2",
  "method": "wB97M-V/def2-TZVPD",
  "e_homo_ev": [-11.71, -11.71],
  "orbital_gap_ev": [7.72, 7.72],
  "charge": 1,
  "elements": ["N", "N", "C", "C", "C", "C", "C", "C", "C", "C", "C", "C", "C", "H", "H", "H", "H", "H", "H", "H", "H", "H", "H", "H", "H", "H", "H", "H"],
  "xyz": [[-0.32922, 0.17015, -0.83482], [2.19792, 0.07733, 0.01361], [-3.52653, -1.23416, 0.36510], [2.78537, -0.53788, 1.26893], [-1.65620, 0.04135, -0.40095], [-2.38174, 1.23827, -0.25926], [-4.24897, -0.05209, 0.48541], [-2.20792, -1.17554, -0.09223], [3.27271, 0.83189, -0.59920], [0.41798, -0.91540, -1.23920], [1.07397, 0.97252, 0.39223], [-3.73753, 1.18327, 0.20419], [1.72265, -1.03586, -0.79463], [-1.97777, 2.14145, -0.53902], [1.97925, -0.90772, 1.94443], [3.51685, -1.37729, 0.85188], [2.47932, -1.71130, -1.16431], [3.35859, 0.26943, 1.76799], [2.89313, 1.22737, -1.67100], [-1.81733, -2.11779, -0.27402], [3.48976, 1.79924, 0.07260], [0.78951, 0.91961, 1.43617], [1.34498, 1.85818, -0.18613], [-4.40185, 2.04934, 0.36809], [-5.29248, 0.15605, 0.85942], [-0.04925, -1.65767, -1.89582], [4.19729, 0.06354, -0.57673], [-3.89248, -2.27628, 0.49728]],
  "nbo_charge": [-0.36, -0.30, -0.17, -0.41, 0.08, -0.19, -0.21, -0.24, -0.45, 0.05, -0.02, -0.18, -0.20, 0.22, 0.25, 0.24, 0.24, 0.23, 0.27, 0.22, 0.25, 0.24, 0.23, 0.24, 0.24, 0.26, 0.26, 0.24]
}

***

#two
{
  "formula": "C11H15N2",
  "method": "wB97M-V/def2-TZVPD",
  "e_homo_ev": [-10.13, -9.89],
  "orbital_gap_ev": [6.20, 5.61],
  "charge": 1,
  "elements": ["N", "N", "C", "C", "C", "C", "C", "C", "C", "C", "C", "C", "C", "H", "H", "H", "H", "H", "H", "H", "H", "H", "H", "H", "H", "H", "H", "H"],
  "xyz": [[-0.74426, -1.72666, -0.63126], [-1.56079, 2.41220, -0.62619], [2.87285, -0.63383, 1.25830], [-1.51946, 1.37148, 0.14036], [1.63486, -0.99759, 0.61556], [-1.13458, 0.71815, 1.35900], [-2.14545, -1.26140, -0.31373], [-2.21636, 0.15326, 0.44353], [0.01906, -0.62553, -1.17871], [2.09662, 0.65549, -1.12419], [1.23803, -0.34909, -0.57314], [3.68004, 0.39929, 0.73328], [3.26317, 1.01319, -0.51279], [-0.29351, -0.41523, -2.16912], [3.97275, 1.81573, -1.03007], [4.70664, 0.61569, 1.20537], [1.12723, -1.81578, 1.06231], [-2.46858, -2.03463, 0.36273], [-1.53716, 0.93657, 2.41125], [-3.20734, 0.20561, 0.69323], [-0.15587, -2.06642, 0.09404], [-2.84482, -1.27140, -1.11602], [-0.69824, 2.93896, -0.86211], [-0.90434, -2.66746, -1.27375], [3.31149, -1.14898, 2.13263], [-2.20519, 2.25816, -1.40041], [-0.12753, 0.26090, 1.65361], [1.84279, 1.10288, -2.03861]],
  "nbo_charge": [-0.53, -0.68, -0.19, 0.39, -0.28, -0.49, -0.20, -0.28, -0.26, -0.25, -0.09, -0.25, -0.17, 0.21, 0.24, 0.24, 0.17, 0.22, 0.28, 0.24, 0.44, 0.23, 0.44, 0.43, 0.23, 0.41, 0.29, 0.21]
}

***

Going by the energies, #one is most stable and the next is 73.1 kJ/mol up.

***

#one
{
  "formula": "C5H8O3",
  "method": "wB97M-V/def2-TZVPD",
  "e_homo_ev": -9.05,
  "orbital_gap_ev": 8.43,
  "charge": 0,
  "elements": ["O", "O", "O", "C", "C", "C", "C", "C", "H", "H", "H", "H", "H", "H", "H", "H"],
  "xyz": [[-1.30996, -0.24596, 1.66144], [2.01640, -0.71725, 2.09025], [1.90338, -0.25058, -0.33740], [-0.34522, -0.49316, -1.15640], [-0.15645, -0.05387, 1.50445], [1.04363, 0.06133, 2.26200], [-1.59007, 0.33778, -1.44198], [0.66199, 0.21724, -0.27277], [-2.14776, 0.56431, -0.53393], [2.20796, -0.64171, 0.59347], [-0.60489, -1.45579, -0.70420], [1.11810, 1.00984, 2.81376], [0.62737, 1.30916, -0.35959], [0.16572, -0.72545, -2.09622], [-1.32712, 1.28627, -1.91451], [-2.26309, -0.20218, -2.10838]],
  "nbo_charge": [-0.46, -0.57, -0.71, -0.46, 0.50, 0.27, -0.61, 0.15, 0.22, 0.50, 0.21, 0.16, 0.16, 0.22, 0.20, 0.22]
}

***

#two
{
  "formula": "C5H8O3",
  "method": "wB97M-V/def2-TZVPD",
  "e_homo_ev": -8.26,
  "orbital_gap_ev": 8.68,
  "charge": 0,
  "elements": ["O", "O", "O", "C", "C", "C", "C", "C", "H", "H", "H", "H", "H", "H", "H", "H"],
  "xyz": [[-1.41489, 1.47133, 0.06911], [-1.49952, -0.93669, -0.56538], [2.50251, 0.86448, -0.16339], [0.76447, -0.14367, 0.59990], [1.90393, -0.46556, -0.25518], [-0.18555, 0.75414, -0.14664], [-2.43418, 0.30326, -0.16037], [-0.61077, -0.57571, 0.43627], [-1.25348, -0.46200, 1.39890], [1.41513, -0.55720, -1.19995], [2.52884, -1.40157, -0.29447], [-3.34255, 0.56911, -0.93049], [3.66971, 0.49002, -0.20474], [0.64668, -0.42779, 1.81865], [-2.80859, -0.16372, 0.87367], [0.11828, 0.68158, -1.27591]],
  "nbo_charge": [-0.52, -0.52, -0.68, -0.23, -0.12, 0.06, 0.15, 0.01, 0.16, 0.17, 0.21, 0.22, 0.45, 0.28, 0.17, 0.18]
}

***

#three
{
  "formula": "C5H8O3",
  "method": "wB97M-V/def2-TZVPD",
  "e_homo_ev": -9.63,
  "orbital_gap_ev": 10.43,
  "charge": 0,
  "elements": ["O", "O", "O", "C", "C", "C", "C", "C", "H", "H", "H", "H", "H", "H", "H", "H"],
  "xyz": [[-0.33154, 0.60195, -1.87180], [0.83922, -1.43482, -0.36258], [1.68431, 0.04663, 1.11975], [-1.93678, 1.89969, 0.24953], [-1.18618, 0.75865, -0.32276], [0.99135, -0.22398, 0.17168], [1.61403, -2.48932, 0.22698], [0.22746, 0.86685, -0.68366], [-1.93432, 2.73223, -0.46247], [1.19248, -2.75894, 1.19481], [-1.66549, -0.21579, -0.29889], [1.56084, -3.32536, -0.46037], [2.64220, -2.16238, 0.36892], [0.73010, 1.82161, -0.49068], [-2.97171, 1.63499, 0.45534], [-1.45597, 2.24799, 1.16621]],
  "nbo_charge": [-0.50, -0.50, -0.61, -0.68, 0.11, 0.76, -0.26, -0.04, 0.25, 0.19, 0.22, 0.20, 0.20, 0.19, 0.23, 0.24]
}

***

Going by the energies, #three is most stable and the next is 22.3 kJ/mol up.

***

#one
{
  "formula": "C5H8O3",
  "method": "wB97M-V/def2-TZVPD",
  "smiles": "CC(C=O)(C=O)CO",
  "e_homo_ev": -9.33,
  "orbital_gap_ev": 9.43,
  "charge": 0,
  "elements": ["O", "O", "O", "C", "C", "C", "C", "C", "H", "H", "H", "H", "H", "H", "H", "H"],
  "xyz": [[-0.83696, 2.34059, -0.76840], [2.06505, -0.20740, -1.07534], [-1.97677, -1.31717, -1.12280], [1.21215, -0.56557, -0.09105], [-0.92309, -0.32763, 1.22571], [-0.09014, 1.66762, -0.15050], [-1.20812, -0.31883, -1.14981], [-0.17385, 0.15654, -0.00501], [0.54838, 2.05498, 0.87422], [-1.95822, -0.18045, 1.22920], [-1.46239, 0.68535, -1.92153], [-0.81415, -1.41018, 1.00587], [-0.39008, -0.03215, 2.25357], [3.18137, -0.46290, -0.81996], [1.90481, -0.51187, 0.74488], [0.92201, -1.57091, -0.22904]],
  "nbo_charge": [-0.50, -0.71, -0.53, -0.04, -0.59, 0.49, 0.43, -0.30, 0.08, 0.24, 0.16, 0.24, 0.22, 0.48, 0.18, 0.16]
}

***

#two
{
  "formula": "C5H8O3",
  "method": "wB97M-V/def2-TZVPD",
  "smiles": "C1=C\\OCOCCO/1",
  "e_homo_ev": -8.95,
  "orbital_gap_ev": 9.92,
  "charge": 0,
  "elements": ["O", "O", "O", "C", "C", "C", "C", "C", "H", "H", "H", "H", "H", "H", "H", "H"],
  "xyz": [[1.43802, -1.09650, -0.26232], [-0.19683, 1.18782, 0.62132], [-1.89159, -0.03018, 0.01831], [-1.17171, -1.12630, -0.28676], [0.09959, -1.19042, 0.62652], [1.92126, 0.10346, -0.22583], [-1.15564, 1.08639, -0.41774], [1.23859, 1.18740, 0.09102], [-1.93968, -1.92421, -0.06103], [0.14044, -0.41764, 1.35888], [-0.83660, -1.39391, -1.29787], [1.53718, 2.20015, -0.20146], [-0.00402, -2.14218, 0.99353], [-1.70944, 2.13408, -0.67025], [-0.56597, 0.65040, -1.19726], [2.98878, 0.04107, -0.66633]],
  "nbo_charge": [-0.51, -0.58, -0.51, -0.11, -0.11, 0.12, 0.22, -0.08, 0.20, 0.25, 0.19, 0.20, 0.19, 0.19, 0.15, 0.21]
}

***

Going by the energies, #one is most stable and the next is 59.1 kJ/mol up.